[1]
Below is a cluster of 2 separate species, C7H13OP in total, with properties calculated with ωB97M-V/def2-TZVPD.

Positions of all 22 atoms, in Å:
C 3.69283 0.48593 0.82874
C 2.42022 0.12206 1.17710
P 0.80172 0.45923 0.29334
O 1.44911 1.03454 -1.11162
C 0.45517 -1.32360 -0.22205
C 0.39025 -1.87871 -1.38628
H 4.50272 -0.03660 1.32401
H 3.96432 0.97868 -0.11642
H 2.28766 -0.54676 2.04492
H 0.83883 1.78024 -1.48645
H 0.51598 -1.87737 0.69122
H 0.21357 -2.89119 -1.43047
H 0.61878 -1.33620 -2.34283
C -2.42954 -0.22167 -0.91024
C -2.27477 0.93683 -0.24044
C -2.49336 1.03587 1.24857
H -2.34600 -0.39470 -2.01434
H -2.78371 -1.21307 -0.48937
H -2.11660 1.74708 -0.86884
H -2.71806 0.00366 1.61261
H -1.61551 1.64542 1.77580
H -3.37362 1.49033 1.62303

Atoms 1-3, force components in eV/Å:
-1.9 -1.3 -0.4
1.0 0.0 -0.7
1.0 -0.9 -0.3

Its energy relative to the best compared isomer or geometry (same formula, charge and spin) is 258.5 kJ/mol. Its structure (SMILES) is C=CP(O)C=C.C=CC. The value obtained for the HOMO energy is -8.477 eV. The value obtained for the total energy is -690.990603 hartree.

=====

[2]
Below is a cluster of 2 separate species, C7H14 in total, with properties calculated with ωB97M-V/def2-TZVPD.

Positions of all 21 atoms, in Å:
C 0.00313 1.08560 0.73611
C -0.59843 0.07164 1.36178
C -0.94496 -1.24364 0.71736
C 0.17799 -1.72587 -0.21592
C 0.22258 -1.04146 -1.58825
C 0.74317 0.39652 -1.61358
C -0.07807 1.33732 -0.74318
H 0.57726 1.82206 1.29236
H -0.78430 0.11615 2.43085
H -1.05162 -1.96912 1.53316
H -1.91000 -1.23584 0.19033
H 1.13902 -1.58514 0.29975
H 0.06333 -2.80447 -0.37383
H -0.79568 -1.05106 -2.00430
H 0.84179 -1.64288 -2.26410
H 1.79041 0.43141 -1.28376
H 0.72087 0.76503 -2.64718
H 0.21283 2.37853 -0.92252
H -1.13827 1.26401 -1.02406
H 0.20199 1.92243 3.04561
H 0.31860 1.25213 3.34095

Atoms 1-3, force components in eV/Å:
-0.2 0.0 0.1
0.2 0.1 0.0
-0.1 0.0 -0.1

Its energy relative to the best compared isomer or geometry (same formula, charge and spin) is 190.8 kJ/mol. Its structure (SMILES) is C1=CCCCCC1.[H][H]. The value obtained for the HOMO energy is -8.893 eV. The value obtained for the total energy is -275.043578 hartree.

=====

[3]
Below is the molecule C7H14, with properties calculated with ωB97M-V/def2-TZVPD.

Positions of all 21 atoms, in Å:
C -0.86923 -2.58815 -0.41862
C -0.20786 -1.31299 -0.83591
C 0.58835 -0.58874 -0.01833
C 1.46057 -1.24489 1.01009
C 0.62533 0.94099 -0.01901
C -0.75273 1.57963 -0.16829
C -0.70483 3.03691 0.24761
H -0.28068 -3.50284 -0.56394
H -1.84877 -2.73254 -0.86131
H -1.06415 -2.53996 0.65646
H -0.31997 -0.74171 -1.75483
H 1.08731 -1.17709 2.04589
H 2.53067 -1.03997 1.03535
H 1.45632 -2.32317 0.86630
H 1.15742 1.29015 0.86322
H 1.23615 1.15770 -0.90663
H -1.16493 1.32087 -1.13953
H -1.45864 1.13751 0.54497
H 0.00328 3.66089 -0.29682
H -0.37143 3.14498 1.27790
H -1.65200 3.56350 0.14160

Atoms 1-3, force components in eV/Å:
0.5 -0.6 0.1
1.0 1.7 0.6
0.3 -0.2 0.7

Its energy relative to the best compared isomer or geometry (same formula, charge and spin) is 160.4 kJ/mol. Its structure (SMILES) is C/C=C(\C)CCC. The value obtained for the HOMO energy is -8.205 eV. The value obtained for the total energy is -275.055160 hartree.

=====

[4]
Below is the molecule C7H14, with properties calculated with ωB97M-V/def2-TZVPD.

Positions of all 21 atoms, in Å:
C 1.22382 1.42203 0.90922
C 1.02212 0.00433 0.46443
C 0.55072 -0.50048 -0.88617
C 0.35585 0.35933 -2.11018
C -0.37610 -0.49914 0.30232
C -1.55941 0.46070 0.30035
C -0.68093 -1.80426 0.98248
H 2.28392 1.65229 0.86813
H 0.87947 1.50531 1.95249
H 0.65023 2.15873 0.33809
H 1.74260 -0.66895 0.93873
H 0.92096 -1.49946 -1.11962
H -0.42538 -0.06264 -2.75246
H 1.28328 0.40506 -2.69062
H 0.06911 1.38675 -1.86722
H -1.92226 0.66507 1.31559
H -2.38670 -0.00593 -0.25057
H -1.36634 1.42611 -0.17869
H 0.20760 -2.44423 0.99024
H -0.98097 -1.63560 2.02577
H -1.49161 -2.32502 0.46769

Atoms 1-3, force components in eV/Å:
0.0 0.2 0.0
0.1 0.0 0.1
0.1 -0.1 0.0

Its energy relative to the best compared isomer or geometry (same formula, charge and spin) is 79.8 kJ/mol. Its structure (SMILES) is C[C@@H]1[C@H](C)C1(C)C. The value obtained for the HOMO energy is -9.411 eV. The value obtained for the total energy is -275.085863 hartree.

=====

[5]
Below is the molecule C7H14, with properties calculated with ωB97M-V/def2-TZVPD.

Positions of all 21 atoms, in Å:
C -1.52469 1.42848 -0.07973
C -1.44763 -0.08732 0.27729
C -1.95958 -0.83038 -0.95602
C 0.18771 -0.83318 0.89246
C 1.42140 -0.00979 0.55358
C 2.59470 -0.45724 -0.23925
C 1.77710 0.55119 -0.96458
H -1.79758 1.61009 -1.13675
H -2.23808 2.03686 0.50330
H -0.52815 1.82922 0.05359
H -1.93269 -0.31896 1.20307
H -2.76612 -0.34107 -1.53795
H -1.05443 -0.78651 -1.58167
H -2.31079 -1.84513 -0.74476
H 0.06039 -0.95642 1.99199
H 0.33020 -1.86298 0.50879
H 1.68467 0.70414 1.35444
H 3.59469 -0.18985 0.06768
H 2.49812 -1.46004 -0.64303
H 1.54863 0.29291 -2.02087
H 2.05180 1.60058 -0.93668

Atoms 1-3, force components in eV/Å:
0.7 -0.2 0.3
1.5 -0.5 0.5
0.6 -0.3 0.0

Its energy relative to the best compared isomer or geometry (same formula, charge and spin) is 309.9 kJ/mol. Its structure (SMILES) is CC(C)CC1CC1. The value obtained for the HOMO energy is -9.047 eV. The value obtained for the total energy is -274.998230 hartree.

=====

[6]
Below is the molecule C7H14, with properties calculated with ωB97M-V/def2-TZVPD.

Positions of all 21 atoms, in Å:
C -0.07287 -1.58829 -0.74958
C -0.41201 -0.10641 -0.84611
C 0.77909 0.86786 -0.56229
C 2.24180 0.47193 -0.71186
C 0.24980 1.01168 0.87963
C -1.12243 0.52736 0.38719
C -1.98045 -0.31091 1.31486
H -0.97244 -2.20331 -0.62738
H 0.59908 -1.81144 0.08738
H 0.42665 -1.91468 -1.66911
H -0.93966 0.07018 -1.79196
H 0.58848 1.78059 -1.13834
H 2.44893 -0.51001 -0.27047
H 2.57723 0.45717 -1.75470
H 2.86483 1.19917 -0.17524
H 0.31067 1.98178 1.38546
H 0.71559 0.25208 1.52283
H -1.69680 1.39596 0.03805
H -1.44964 -1.21445 1.63613
H -2.24043 0.26125 2.21390
H -2.91543 -0.61751 0.83159

Atoms 1-3, force components in eV/Å:
0.0 0.0 0.0
0.0 -0.1 -0.2
0.1 0.1 0.0

Its energy relative to the best compared isomer or geometry (same formula, charge and spin) is 62.9 kJ/mol. Its structure (SMILES) is C[C@@H]1[C@H](C)C[C@@H]1C. The value obtained for the HOMO energy is -10.255 eV. The value obtained for the total energy is -275.092283 hartree.

=====

[7]
Below is the molecule C7H14, with properties calculated with ωB97M-V/def2-TZVPD.

Positions of all 21 atoms, in Å:
C 1.49056 -0.28012 -0.78377
C 1.24724 1.02227 0.00388
C 0.52757 0.80283 1.34602
C -0.99906 0.65460 1.30743
C -1.62603 -0.03992 0.08402
C -0.89822 -1.25248 -0.51586
C 0.26440 -0.90546 -1.45407
H 1.94022 -1.02479 -0.10943
H 2.24154 -0.09139 -1.56329
H 2.22630 1.48027 0.19507
H 0.69901 1.73176 -0.63358
H 0.97589 -0.08583 1.80961
H 0.70573 1.60262 2.07874
H -1.26148 0.17462 2.26043
H -1.46050 1.64893 1.36997
H -2.64991 -0.33283 0.34923
H -1.73832 0.70573 -0.71720
H -0.54127 -1.91766 0.28285
H -1.62724 -1.83490 -1.09544
H -0.10085 -0.23463 -2.24706
H 0.58443 -1.82362 -1.96756

Atoms 1-3, force components in eV/Å:
0.0 0.0 0.0
0.0 0.0 0.0
0.1 -0.1 0.1

Its energy relative to the best compared isomer or geometry (same formula, charge and spin) is 3.5 kJ/mol. Its structure (SMILES) is C1CCCCCC1. The value obtained for the HOMO energy is -10.652 eV. The value obtained for the total energy is -275.114898 hartree.

=====

[8]
Below is a cluster of 2 separate species, C7H14 in total, with properties calculated with ωB97M-V/def2-TZVPD.

Positions of all 21 atoms, in Å:
C -0.99315 -1.19516 -1.73401
C 0.33980 -1.00204 -1.06527
C 0.54644 -0.05472 -0.16888
C 1.50245 0.84767 0.47040
C 0.01883 1.21947 0.31757
C -0.48283 2.12072 -0.78016
H -1.19834 -2.24176 -1.97848
H -1.81487 -0.82266 -1.11110
H -1.01069 -0.62795 -2.67349
H 1.16707 -1.65506 -1.33670
H 1.85637 0.69392 1.49122
H 2.23662 1.27355 -0.20492
H -0.51687 1.28542 1.26735
H -1.55390 1.94252 -0.93350
H 0.02602 1.85676 -1.71336
H -0.32289 3.17916 -0.56633
C 0.06111 -1.36398 2.16642
H 0.04831 -1.33313 1.07378
H 1.03958 -1.74792 2.46460
H -0.75010 -2.03050 2.44201
H -0.09533 -0.37743 2.62068

Atoms 1-3, force components in eV/Å:
-0.1 0.0 -0.1
0.2 0.3 -0.1
0.1 0.2 -0.7

Its energy relative to the best compared isomer or geometry (same formula, charge and spin) is 263.3 kJ/mol. Its structure (SMILES) is C/C=C1/C[C@H]1C.C. The value obtained for the HOMO energy is -8.703 eV. The value obtained for the total energy is -275.015950 hartree.

=====

[9]
Below is a structure of composition C7H14, with properties calculated with ωB97M-V/def2-TZVPD.

Positions of all 21 atoms, in Å:
C 2.19722 1.10692 0.02269
C 1.79544 -0.09220 -0.90121
C 0.77506 -0.94367 -0.26645
C -0.53642 -0.43918 -0.33205
C -1.08953 0.69883 -1.05054
C -1.67898 -0.69047 0.31446
C -1.65729 -1.28057 1.80060
H 2.72780 0.77811 0.93394
H 1.38399 1.76874 0.31579
H 3.09341 1.64694 -0.36834
H 1.31860 0.27726 -1.80193
H 2.77085 -0.55835 -1.27608
H 1.33078 -1.75141 0.13075
H -0.59638 5.59314 0.30186
H -0.99744 1.62141 -0.49185
H -1.91213 0.65408 -1.75023
H -2.58633 -1.05679 -0.21948
H -0.16466 5.05278 0.02278
H -2.70876 -1.40952 2.14542
H -1.24748 -2.28883 2.05759
H -1.24521 -0.48560 2.47477

Atoms 1-3, force components in eV/Å:
2.0 -0.4 -0.1
1.6 1.5 -0.6
-1.7 2.3 -1.2

Its energy relative to the best compared isomer or geometry (same formula, charge and spin) is 607.8 kJ/mol. The value obtained for the HOMO energy is -7.486 eV. The value obtained for the total energy is -274.884735 hartree.

=====

[10]
Below is a structure of composition C7H14BBeFN2O4, with properties calculated with ωB97M-V/def2-TZVPD.

Positions of all 30 atoms, in Å:
C 2.16448 1.81977 0.03618
N 2.15200 0.34468 -0.01616
C 2.29106 -0.15537 -1.39596
B 1.12130 -0.26443 0.75585
O 1.34175 -0.56751 2.10239
C -0.43322 -0.66284 0.19242
C -1.09486 0.60113 -0.30807
C -2.64609 0.39378 -0.59849
N -3.31953 1.65398 -0.63146
O -1.05234 -1.20909 1.33908
C -0.75161 -2.58210 1.35752
O -1.08550 -3.31584 2.19309
O 0.02951 -2.84353 0.24435
C -0.47319 -1.92893 -0.69532
F -1.78084 -2.25598 -0.86536
H 2.31054 2.17839 1.05732
H 3.02932 2.18836 -0.51632
H 1.26371 2.26666 -0.39534
H 1.37543 -0.04997 -1.98491
H 2.61402 -1.19621 -1.35992
H 3.08513 0.39178 -1.90062
H 0.94128 -0.00063 2.76893
H -0.56962 0.97621 -1.18838
H -1.00777 1.37563 0.45895
H -3.05796 -0.20730 0.20765
H -2.78575 -0.08532 -1.56611
H -3.42616 2.05071 0.29836
H -2.82962 2.34976 -1.18821
H 0.00898 -1.92069 -1.66640
Be 2.58556 0.65487 3.26493

Atoms 1-3, force components in eV/Å:
0.4 0.1 0.3
-1.0 0.1 -0.5
0.6 -0.2 0.0

As for the net charge: +2. The value obtained for the HOMO energy is -15.904 eV. The value obtained for the total energy is -824.241003 hartree.

=====

Please write out number 3 again, unchanged.
Below is the molecule C7H14, with properties calculated with ωB97M-V/def2-TZVPD.

Positions of all 21 atoms, in Å:
C -0.86923 -2.58815 -0.41862
C -0.20786 -1.31299 -0.83591
C 0.58835 -0.58874 -0.01833
C 1.46057 -1.24489 1.01009
C 0.62533 0.94099 -0.01901
C -0.75273 1.57963 -0.16829
C -0.70483 3.03691 0.24761
H -0.28068 -3.50284 -0.56394
H -1.84877 -2.73254 -0.86131
H -1.06415 -2.53996 0.65646
H -0.31997 -0.74171 -1.75483
H 1.08731 -1.17709 2.04589
H 2.53067 -1.03997 1.03535
H 1.45632 -2.32317 0.86630
H 1.15742 1.29015 0.86322
H 1.23615 1.15770 -0.90663
H -1.16493 1.32087 -1.13953
H -1.45864 1.13751 0.54497
H 0.00328 3.66089 -0.29682
H -0.37143 3.14498 1.27790
H -1.65200 3.56350 0.14160

Atoms 1-3, force components in eV/Å:
0.5 -0.6 0.1
1.0 1.7 0.6
0.3 -0.2 0.7

Its energy relative to the best compared isomer or geometry (same formula, charge and spin) is 160.4 kJ/mol. Its structure (SMILES) is C/C=C(\C)CCC. The value obtained for the HOMO energy is -8.205 eV. The value obtained for the total energy is -275.055160 hartree.